This record from OMol25 describes an isolated molecule of C11H16N2OS at a distorted geometry. The level of theory is ωB97M-V with the def2-TZVPD basis set.

Last column: Mulliken charge in e.
Positions of all 31 atoms, in Å:
C: 3.138 -3.021 -0.228  -0.62
C: 4.390 -2.456 -0.400  -0.38
C: 2.026 -2.211 -0.192  -0.57
C: 4.578 -1.038 -0.395  -0.83
C: 2.141 -0.794 -0.164  0.25
C: 3.419 -0.298 -0.221  0.86
C: 1.760 1.613 -0.103  -0.46
C: -3.640 1.180 0.054  -1.24
C: -2.368 1.023 0.861  -0.72
C: -1.264 0.435 0.054  0.33
C: -0.053 -0.017 0.792  -1.06
N: 1.078 0.098 -0.085  0.25
N: 1.631 2.069 -1.447  -0.56
O: 4.154 1.602 1.562  -0.55
S: 3.694 1.450 0.190  0.37
H: 3.123 -4.117 -0.342  0.33
H: 5.267 -3.149 -0.315  0.29
H: 1.207 -2.805 0.134  0.33
H: 5.500 -0.416 -0.384  0.32
H: 1.210 2.198 0.579  0.47
H: -4.537 1.322 0.724  0.33
H: -3.675 2.003 -0.641  0.34
H: -3.791 0.183 -0.415  0.32
H: -1.889 1.874 1.258  0.38
H: -2.648 0.398 1.672  0.38
H: -1.764 -0.348 -0.492  0.28
H: -1.029 1.348 -0.648  -0.15
H: -0.142 -1.071 1.100  0.32
H: 0.036 0.583 1.703  0.36
H: 0.733 1.777 -1.783  0.32
H: 2.429 1.682 -2.024  0.32

- strongest force on any atom (eV/Å) = 4.06
- multiplicity = 1
- HOMO (Ha) = -0.3035